[1]
Computed, not measured: C2H4BrCl as an isolated structure in a non-equilibrium geometry, with wB97M-V/def2-TZVPD.

Positions of all 8 atoms, in Å:
C  -0.0652  -0.0281  0.0082
C  1.6677  2.8661  -1.9460
Cl  0.6910  3.0520  -3.2649
Br  3.2133  2.0090  -2.3521
H  0.6745  0.5309  0.4701
H  -0.8040  -0.2897  0.6696
H  0.5109  -0.9698  -0.0385
H  -0.3681  0.3606  -0.9894

Force components x, y, z for each atom (eV/Å):
C 1.53 -1.57 -2.30
C -0.47 0.57 1.44
Cl -0.71 0.10 -1.05
Br 1.17 -0.68 -0.37
H 0.97 1.98 0.88
H -2.25 0.03 1.37
H -0.39 -0.01 -0.90
H 0.14 -0.41 0.94

Charge: 0
LUMO energy: -0.037 Ha
Kohn-Sham gap: 8.26 eV
Total energy: -3112.6776 a.u.
Relative energy (zero: lowest compared OMol25 entry of this formula, charge and spin): 3.698 eV


[2]
Computed, not measured: a 2-piece molecular cluster, C2H4BrClIN overall in a non-equilibrium geometry, with wB97M-V/def2-TZVPD.

Positions of all 10 atoms, in Å:
C  -1.1722  0.3678  0.4272
C  0.7295  -0.4770  -0.6759
N  0.1626  0.6405  -0.0764
Cl  -0.1906  -0.9842  -2.0734
Br  1.1353  -1.9538  0.5450
I  1.2843  1.6649  1.2903
H  -1.4110  1.2705  0.9071
H  -1.7484  0.1592  -0.5561
H  -1.0249  -0.4622  1.1822
H  2.2352  -0.2257  -0.9699

Force components x, y, z for each atom (eV/Å):
C 0.49 -1.42 -1.23
C 5.66 0.97 -0.60
N 0.59 0.41 -0.53
Cl 0.34 -0.16 -0.08
Br -0.34 -0.80 0.33
I 0.20 -0.30 -0.24
H -1.29 0.92 0.57
H 0.22 0.09 2.33
H -1.15 0.56 -0.84
H -4.71 -0.28 0.29

Charge: 0
LUMO energy: -0.023 Ha
Kohn-Sham gap: 8.58 eV
Total energy: -3465.1469 a.u.
Relative energy (zero: lowest compared OMol25 entry of this formula, charge and spin): 1.967 eV


[3]
Computed, not measured: a single C2H4BrClO2S molecule in a non-equilibrium geometry, with wB97M-V/def2-TZVPD.

Positions of all 11 atoms, in Å:
C  0.8329  1.2018  -0.4131
S  0.5732  -0.5709  -0.1942
O  0.4216  -1.2284  -1.4488
O  1.5425  -1.0781  0.7309
C  -1.0132  -0.7124  0.7317
Cl  -1.3603  -2.3407  0.9809
Br  -2.5786  0.2419  -0.6362
H  0.9569  1.6397  0.5687
H  1.7398  1.3156  -0.9954
H  -0.0163  1.6191  -0.9389
H  -1.0986  -0.0875  1.6142

Force components x, y, z for each atom (eV/Å):
C -0.39 -0.74 0.15
S 0.08 0.33 0.17
O -0.22 0.16 -0.36
O 0.18 0.21 0.35
C -1.23 1.58 -2.00
Cl -0.24 -0.49 0.17
Br 1.69 -1.01 1.57
H 0.01 0.08 0.17
H 0.14 -0.16 -0.07
H -0.10 0.04 -0.08
H 0.08 -0.01 -0.07

Charge: 0
LUMO energy: -0.040 Ha
SMILES: CS(=O)(=O)[C@H](Cl)Br
Kohn-Sham gap: 9.60 eV
Total energy: -3661.4248 a.u.
Relative energy (zero: lowest compared OMol25 entry of this formula, charge and spin): 0.084 eV


[4]
Computed, not measured: C2H4BrF2N2 as an isolated structure in a non-equilibrium geometry, with wB97M-V/def2-TZVPD.

Positions of all 11 atoms, in Å:
C  1.4069  0.5998  -0.4677
C  4.2370  -0.8460  0.8407
N  0.9280  0.1210  0.6543
N  0.8086  0.5065  -1.5939
F  4.2853  -2.0406  0.3737
F  3.8140  -0.6322  2.0966
Br  3.8561  0.4620  -0.3934
H  1.3978  0.3125  1.5312
H  0.0073  -0.4469  0.6114
H  1.2610  0.7912  -2.5820
H  -0.1675  0.2024  -1.7126

Force components x, y, z for each atom (eV/Å):
C 0.60 0.09 0.74
C 0.62 1.68 0.38
N -1.96 -1.03 -0.46
N -0.14 0.59 -4.76
F -0.51 -0.73 0.77
F 0.30 -0.95 -1.57
Br 0.18 -0.05 0.69
H -0.37 -0.18 -0.11
H 2.01 1.28 0.64
H -1.18 -0.73 3.41
H 0.46 0.04 0.26

Charge: +1
LUMO energy (alpha / beta): -0.166 / -0.216 Ha
Kohn-Sham gap (alpha / beta): 9.19 / 7.21 eV
Total energy: -2961.4572 a.u.
Relative energy (zero: lowest compared OMol25 entry of this formula, charge and spin): 3.565 eV


[5]
Computed, not measured: a single C2H4BrFO molecule in a non-equilibrium geometry, with wB97M-V/def2-TZVPD.

Positions of all 9 atoms, in Å:
O  0.5962  0.9565  -1.2609
C  0.8060  0.1736  -0.0605
C  -0.5510  -0.4114  0.4686
F  -0.7921  -1.6115  -0.2105
Br  -2.1133  0.6856  0.2598
H  -0.3727  0.8661  -1.4250
H  1.6750  -0.5991  -0.2038
H  1.1188  0.7245  0.8689
H  -0.3668  -0.7844  1.5634

Force components x, y, z for each atom (eV/Å):
O -0.38 -0.96 1.31
C -0.13 0.18 0.51
C 2.29 -2.83 1.11
F -0.31 0.50 -0.02
Br 0.31 0.04 0.24
H 1.05 0.39 -0.16
H -2.12 0.94 0.04
H 0.07 0.53 -1.25
H -0.78 1.22 -1.79

Charge: 0
LUMO energy: 0.023 Ha
SMILES: OC[C@H](F)Br
Kohn-Sham gap: 11.36 eV
Total energy: -2827.6856 a.u.
Relative energy (zero: lowest compared OMol25 entry of this formula, charge and spin): 1.286 eV


[6]
Computed, not measured: a 2-piece molecular cluster, C2H4BrI overall in a non-equilibrium geometry, with wB97M-V/def2-TZVPD.

Positions of all 8 atoms, in Å:
C  0.2989  0.6612  -0.4659
C  1.1992  1.4108  0.3756
Br  1.5049  3.0565  -0.4479
I  3.1179  -1.7430  0.2799
H  -0.6243  1.1485  0.0617
H  0.2379  0.9043  -1.5164
H  0.1421  -0.3959  -0.2902
H  3.6041  -0.5858  1.0430

Force components x, y, z for each atom (eV/Å):
C -1.87 0.49 0.49
C 0.30 -0.32 0.34
Br 0.27 0.44 -0.07
I -1.17 -3.09 -1.99
H 0.86 -0.51 -0.72
H -0.09 0.13 -0.38
H 0.46 -0.17 0.33
H 1.22 3.05 2.00

Charge: 0
LUMO energy: -0.013 Ha
Kohn-Sham gap: 8.60 eV
Total energy: -2950.1681 a.u.
Relative energy (zero: lowest compared OMol25 entry of this formula, charge and spin): 3.911 eV


[7]
Computed, not measured: a 2-piece molecular cluster, C2H4BrN overall in a non-equilibrium geometry, with wB97M-V/def2-TZVPD.

Positions of all 8 atoms, in Å:
C  -3.7508  -0.2101  0.6769
C  -1.2787  -0.6336  -0.0346
N  -0.4554  0.0658  0.5120
Br  -3.6268  1.3358  1.5441
H  -0.3194  0.9732  0.0136
H  -1.0232  -1.7241  0.3079
H  -1.4901  -0.6285  -1.1536
H  -2.4908  -0.9536  0.1911

Force components x, y, z for each atom (eV/Å):
C 0.21 -2.47 -1.35
C -0.23 -6.70 -4.34
N 3.75 6.03 2.59
Br 1.07 0.34 0.12
H -0.05 -0.66 0.55
H -1.35 0.86 -0.50
H -0.20 0.49 0.88
H -3.19 2.11 2.05

Charge: 0
LUMO energy (alpha / beta): -0.041 / -0.043 Ha
Kohn-Sham gap (alpha / beta): 6.95 / 6.90 eV
Total energy: -2707.0786 a.u.
Relative energy (zero: lowest compared OMol25 entry of this formula, charge and spin): 7.631 eV


[8]
Computed, not measured: a single C2H4BrN molecule in a non-equilibrium geometry, with wB97M-V/def2-TZVPD.

Positions of all 8 atoms, in Å:
C  -1.0795  -0.0741  -0.1513
C  0.4182  -0.0764  -0.1142
N  1.0561  0.4625  0.8297
Br  2.8989  0.3469  0.8209
H  -1.3596  0.3789  0.8428
H  -1.6925  -0.9998  -0.4301
H  -1.3206  0.7762  -0.9841
H  1.0790  -0.8141  -0.8137

Force components x, y, z for each atom (eV/Å):
C -1.06 2.61 -1.14
C 2.22 -3.80 -1.36
N -1.00 0.95 0.49
Br 0.29 -0.15 -0.17
H -0.23 -0.63 -1.09
H 1.45 1.18 0.51
H 0.19 -2.01 1.85
H -1.88 1.86 0.91

Charge: 0
LUMO energy: 0.022 Ha
SMILES: C/C=N/Br
Kohn-Sham gap: 10.42 eV
Total energy: -2707.3055 a.u.
Relative energy (zero: lowest compared OMol25 entry of this formula, charge and spin): 1.457 eV


[9]
Computed, not measured: an isolated ion of composition C2H4BrN2 and charge +1 in a non-equilibrium geometry, with wB97M-V/def2-TZVPD.

Positions of all 9 atoms, in Å:
C  0.3028  -1.3506  0.0153
N  -0.5667  -0.3174  -0.4377
Br  -2.3586  -0.3760  0.0922
C  0.0274  1.2561  -0.0546
N  0.4087  2.3735  0.1095
H  0.3126  -1.5356  1.0920
H  -0.0817  -2.2490  -0.4812
H  1.3144  -1.1532  -0.3360
H  0.6412  3.3521  0.0005

Force components x, y, z for each atom (eV/Å):
C 0.72 -0.91 0.91
N 0.59 4.81 -0.33
Br 0.27 -0.02 0.20
C 0.46 1.32 0.44
N -2.01 -5.44 -1.14
H -0.08 0.11 -0.05
H 0.04 0.13 -0.03
H -0.05 0.00 -0.11
H 0.07 -0.01 0.10

Charge: +1
LUMO energy: -0.212 Ha
SMILES: CN(Br)C#[NH+]
Kohn-Sham gap: 9.10 eV
Total energy: -2761.7091 a.u.
Relative energy (zero: lowest compared OMol25 entry of this formula, charge and spin): 3.501 eV


[10]
Computed, not measured: an isolated ion of composition C2H4BrN2 and charge +1 in a non-equilibrium geometry, with wB97M-V/def2-TZVPD.

Positions of all 9 atoms, in Å:
C  0.5692  1.0194  0.4232
N  0.0469  -0.0764  -0.1017
N  -1.2983  -0.7697  0.0773
C  -0.2918  -1.0957  -0.7844
Br  0.1278  -2.0956  -2.2462
H  0.0452  1.9280  0.2445
H  0.6767  0.9117  1.4295
H  1.4170  1.3877  -0.0445
H  -1.2927  -1.2093  1.0023

Force components x, y, z for each atom (eV/Å):
C 0.57 3.61 -0.18
N -1.54 -4.85 -3.11
N -1.96 0.39 0.97
C 1.72 1.27 -0.16
Br -0.16 0.30 0.73
H -1.85 0.54 -0.04
H 0.61 -0.22 2.95
H 2.51 -0.44 -0.92
H 0.10 -0.61 -0.25

Charge: +1
LUMO energy: -0.201 Ha
SMILES: CN1[NH+]=C1Br
Kohn-Sham gap: 10.02 eV
Total energy: -2761.6962 a.u.
Relative energy (zero: lowest compared OMol25 entry of this formula, charge and spin): 3.850 eV


[11]
Computed, not measured: a single C2H4BrN3 molecule in a non-equilibrium geometry, with wB97M-V/def2-TZVPD.

Positions of all 10 atoms, in Å:
Br  3.6045  0.1821  0.0266
N  1.9791  -0.3955  -0.5214
C  0.7653  0.3344  -0.1505
C  -0.2589  -0.8104  0.0685
N  0.5206  -1.9866  0.1176
N  1.7029  -1.8805  -0.0377
H  0.4735  0.9991  -0.9869
H  1.0982  0.9079  0.8807
H  -0.7390  -0.5237  1.1418
H  -0.9881  -0.7523  -0.7204

Force components x, y, z for each atom (eV/Å):
Br 0.56 0.36 0.45
N -1.37 -2.33 -0.57
C 2.05 1.27 2.06
C -0.42 3.75 2.59
N -0.43 -2.01 0.85
N 0.75 2.09 -1.00
H 0.21 -0.09 0.82
H -1.52 -0.89 -2.49
H 0.63 -1.48 -2.62
H -0.45 -0.67 -0.09

Charge: 0
LUMO energy: 0.022 Ha
SMILES: BrN1CCN=N1
Kohn-Sham gap: 9.65 eV
Total energy: -2816.7641 a.u.
Relative energy (zero: lowest compared OMol25 entry of this formula, charge and spin): 0.790 eV


[12]
Computed, not measured: a single C2H4Cl2FN molecule in a non-equilibrium geometry, with wB97M-V/def2-TZVPD.

Positions of all 10 atoms, in Å:
N  1.3879  -0.0274  -0.1827
C  0.0695  -0.5381  -0.2062
C  -0.8618  0.4944  0.3708
F  -0.8299  0.4713  1.7005
Cl  -2.4439  -0.0437  -0.2342
Cl  -0.6501  2.1543  -0.1242
H  1.9584  -0.8041  0.2317
H  1.6716  0.4660  -0.9527
H  0.1192  -1.3118  0.5588
H  -0.4209  -0.8609  -1.1617

Force components x, y, z for each atom (eV/Å):
N 0.53 -2.88 2.97
C -0.11 0.43 -0.20
C -1.17 -0.32 -0.58
F -0.10 -0.03 0.88
Cl -1.20 0.06 0.43
Cl 0.43 0.42 -0.32
H 0.14 1.87 -1.37
H 1.30 0.95 -2.06
H -0.89 -0.45 -0.38
H 1.07 -0.06 0.62

Charge: 0
LUMO energy: 0.028 Ha
SMILES: NCC(F)(Cl)Cl
Kohn-Sham gap: 10.66 eV
Total energy: -1153.5889 a.u.
Relative energy (zero: lowest compared OMol25 entry of this formula, charge and spin): 0.337 eV